# 1
C36H45F3MoN11OS2Se | the ωB97M-V functional and the def2-TZVPD basis

Element x y z (Å)
H1 4.607 -3.582 2.056
N1 -0.885 3.903 -0.981
H2 2.848 3.914 3.249
H3 3.587 -5.262 0.125
C1 3.504 -3.999 -1.612
F1 -1.773 -0.280 6.523
H4 -3.930 0.425 -2.836
H5 2.857 2.624 -4.967
H6 1.737 -4.109 1.295
H7 0.292 7.228 -1.153
H8 1.049 -1.359 -3.351
H9 6.435 2.711 2.866
H10 1.218 0.482 8.005
H11 0.385 5.486 -4.450
C2 -1.501 5.092 -1.566
H12 1.020 -2.049 3.613
H13 -1.436 -3.066 1.282
C3 1.998 -1.678 3.294
C4 2.070 -3.778 0.318
C5 2.013 1.740 -3.267
C6 1.942 0.388 4.735
H14 2.956 -3.474 3.927
H15 3.159 -2.623 -3.204
S1 -2.566 -0.261 -0.609
N2 -0.826 -0.107 -2.678
H16 6.291 3.998 4.915
C7 4.457 3.004 2.119
H17 1.719 2.859 7.640
C8 2.990 3.103 2.537
C9 -2.049 0.319 5.345
H18 2.516 0.891 -5.112
N3 2.520 1.875 3.174
H19 1.203 7.025 -2.651
C10 0.999 -1.345 -2.264
C11 4.821 -2.515 2.154
C12 3.094 -4.418 -0.341
C13 4.519 -2.034 3.572
N4 -1.162 -1.147 1.975
H20 -2.561 -2.299 5.347
H21 1.245 5.766 -1.417
H22 4.563 2.161 1.434
H23 4.231 -1.978 1.409
H24 5.874 -2.362 1.916
N5 2.052 -0.238 3.502
C14 2.233 1.734 4.526
C15 2.867 -2.941 -2.210
F2 -3.333 0.719 5.404
C16 -1.558 -2.414 2.134
C17 -2.030 0.048 -2.249
C18 2.152 1.835 -4.710
Mo1 -0.240 -0.176 0.315
C19 -2.189 -1.966 4.387
H25 0.457 4.115 -3.339
H26 3.036 -2.180 5.118
H27 -2.407 4.755 -2.065
C20 -2.074 -2.862 3.328
C21 0.608 6.500 -1.903
H28 2.377 3.290 1.665
H29 2.337 3.707 5.415
H30 -1.235 6.640 -2.976
H31 -1.050 4.484 -4.205
S2 -0.857 1.295 2.385
C22 1.436 -2.663 -0.256
C23 5.451 4.057 4.223
C24 1.800 2.170 6.810
N6 0.140 3.958 -0.114
C25 2.351 0.688 2.562
C26 5.436 2.851 3.284
O1 0.462 -2.064 0.379
C27 2.155 2.652 5.565
H32 4.298 -4.521 -2.128
H33 1.315 -1.135 6.138
H34 5.548 4.984 3.653
H35 -2.379 -3.893 3.434
Se1 2.411 0.366 0.714
N7 1.873 1.663 -2.128
C28 -0.604 5.847 -2.567
H36 2.101 -1.851 2.227
H37 4.660 -0.949 3.631
C29 1.572 -0.095 5.984
F3 -1.295 1.419 5.269
C30 3.114 -2.399 4.052
C31 -0.180 4.923 -3.707
N8 0.062 -0.622 -1.747
C32 1.514 0.817 7.020
N9 0.424 2.763 0.210
C33 -1.205 2.627 -1.157
H38 -1.774 5.751 -0.742
H39 -2.001 2.280 -1.795
H40 1.183 2.059 -5.155
C34 1.834 -2.253 -1.551
H41 4.698 3.912 1.559
N10 -0.393 1.890 -0.424
N11 -2.970 0.552 -3.108
H42 5.233 -2.485 4.264
C35 -1.836 -0.640 4.207
H43 5.198 1.944 3.850
H44 4.540 4.113 4.820
H45 -2.775 0.455 -4.093
C36 -1.340 -0.246 2.957

Values from the calculation:
- HOMO-LUMO gap (spin up / spin down) (eV) = 6.98 / 7.04
- molecular weight (g/mol) = 943.9
- charge = +1
- multiplicity = 3
- <S²> = 2.02
- energy relative to the best compared isomer or geometry (same formula, charge and spin) (kJ/mol) = 36.5

=====

# 2
C36H45N6 | the ωB97M-V functional and the def2-TZVPD basis

Element x y z (Å)
C1 1.864 5.665 -2.107
H1 -3.412 3.490 -0.186
C2 1.118 -2.267 -1.336
C3 0.494 6.247 -2.392
H2 2.614 6.264 -2.630
C4 -2.804 5.471 -0.804
H3 -3.785 5.934 -0.925
H4 -0.569 -2.376 6.093
C5 -2.905 3.968 -1.032
H5 1.167 -1.885 5.155
H6 2.033 -4.955 -0.897
H7 4.896 -4.627 -0.953
C6 4.764 -0.073 -1.896
C7 -3.591 -1.416 1.953
H8 -5.750 -0.726 0.317
C8 -5.508 -2.345 3.178
H9 -1.250 -0.771 5.866
C9 2.269 -2.974 -1.640
C10 -1.222 -1.786 5.441
H10 3.396 -4.946 -3.597
H11 3.515 -6.113 -2.275
H12 6.323 -2.276 -1.116
C11 2.390 -0.221 -1.111
C12 -2.616 -2.352 5.454
C13 -0.459 4.092 -1.688
C14 -0.819 -1.128 1.772
H13 -3.168 -1.945 6.308
N1 -1.593 -0.829 0.719
H14 5.207 0.305 -0.961
H15 -6.877 -1.599 1.386
N2 -4.937 -1.653 2.054
H16 2.849 3.747 -2.205
C15 1.915 4.208 -2.552
H17 0.399 7.255 -1.973
C16 -1.836 6.115 -1.780
C17 -1.577 3.314 -1.246
N3 -3.354 -2.040 4.273
C18 3.532 -0.862 -1.573
H18 1.330 -4.691 -2.483
C19 -2.933 -0.969 0.780
H19 0.181 -2.811 -1.232
C20 0.740 3.418 -2.061
H20 1.607 1.522 -2.507
C21 0.779 2.031 -2.014
C22 -5.870 -1.618 0.944
C23 3.503 -2.271 -1.787
H21 2.485 0.798 -0.734
H22 -2.269 6.119 -2.797
H23 2.073 5.730 -1.034
C24 2.204 -4.453 -1.863
C25 5.814 -0.863 -2.672
C26 1.108 -0.853 -1.169
H24 -4.943 -3.008 5.121
H25 -3.542 3.789 -1.913
C27 0.807 -1.525 4.181
H26 -1.034 -0.752 -1.290
N4 4.630 -2.935 -2.163
H27 4.486 0.816 -2.481
C28 5.920 -2.280 -2.144
H28 6.582 -2.884 -2.771
C29 -1.370 -1.529 3.010
H29 0.269 -1.044 1.654
C30 -2.785 -1.662 3.101
H30 1.066 -0.455 4.105
C31 -1.429 1.954 -1.046
H31 5.583 -4.689 -2.596
C32 4.716 -4.370 -2.012
H32 -6.537 -1.983 3.287
H33 1.342 -2.070 3.391
C33 -0.236 1.256 -1.366
H34 -1.646 7.156 -1.498
H35 0.328 6.318 -3.481
C34 -4.761 -2.150 4.465
H36 -2.465 5.653 0.221
H37 5.553 -0.894 -3.735
H38 -5.134 -1.243 4.971
H39 -3.507 -0.743 -0.127
N5 -0.623 -1.763 4.133
H40 -2.572 -3.446 5.562
H41 6.790 -0.381 -2.584
C35 -0.130 -0.152 -1.146
H42 -5.582 -3.421 2.967
H43 -2.257 1.382 -0.626
H44 -5.822 -2.519 0.308
H45 1.944 4.177 -3.654
C36 3.453 -5.048 -2.508
N6 -0.556 5.446 -1.800

Values from the calculation:
- HOMO-LUMO gap (eV) = 5.56
- molecular weight (g/mol) = 561.8
- charge = +1

=====

# 3
C36H46AsBN6O2P2S2V | the ωB97M-V functional and the def2-TZVPD basis

Element x y z (Å)
H1 0.191 1.848 5.800
O1 -1.447 -2.285 -0.359
C1 2.358 4.387 -1.861
C2 -4.316 0.016 4.287
H2 -6.964 0.068 3.371
H3 1.395 -0.732 2.621
H4 1.176 3.828 -3.562
H5 2.785 0.733 -1.591
H6 -0.648 3.498 4.160
C3 1.910 -0.383 0.028
C4 5.116 0.124 0.274
H7 4.927 0.717 3.613
H8 2.586 -0.047 0.816
C5 0.938 0.196 2.943
H9 5.047 -2.583 1.413
C6 -4.154 -0.152 1.798
C7 0.259 1.640 4.741
H10 -5.017 0.554 4.918
N1 0.787 -3.866 -0.665
N2 -5.005 -0.197 0.765
C8 0.468 1.122 2.016
V1 -1.807 0.012 -0.381
As1 4.552 -0.942 -1.257
C9 0.832 0.455 4.303
H11 2.345 2.826 1.141
H12 6.303 2.662 2.955
H13 1.206 -0.264 5.019
H14 -6.621 3.495 -2.851
C10 0.802 2.557 -1.877
H15 3.907 -6.541 0.280
C11 -5.944 2.805 -2.378
B1 -4.693 -0.271 -0.742
H16 -3.152 4.588 -1.737
H17 -4.777 5.250 -1.982
H18 0.286 -4.137 -2.709
C12 -0.214 2.567 3.819
C13 -6.203 -0.013 2.616
H19 1.618 -1.404 0.295
H20 -4.175 -0.992 4.673
C14 0.394 -3.315 -2.004
C15 4.610 -3.244 0.676
C16 -0.119 2.307 2.463
C17 5.191 0.867 2.574
C18 2.686 4.102 -0.542
C19 3.661 -5.029 -1.229
H21 3.627 -3.342 -2.555
H22 3.424 4.699 -0.023
O2 -1.043 -0.908 -2.402
N3 -4.916 1.092 -1.432
C20 4.769 -0.044 1.617
C21 -4.053 2.116 -1.466
H23 -3.871 4.589 -3.363
H24 -6.952 0.866 -2.097
H25 -7.157 -0.138 0.637
C22 -2.503 -3.079 -2.797
H26 4.766 -4.950 1.964
H27 6.944 2.970 0.585
H28 -2.410 -4.146 -2.988
C23 1.116 2.277 -0.548
H29 -3.509 -0.585 -0.900
C24 -6.100 1.517 -2.006
H30 -3.365 0.542 4.274
N4 -4.658 3.169 -2.033
P1 0.484 0.776 0.238
C25 2.071 3.048 0.116
H31 2.839 5.211 -2.370
H32 -2.320 -1.372 -3.952
H33 4.178 -0.892 1.940
C26 1.421 3.612 -2.530
S1 -2.399 2.141 -0.913
C27 5.906 1.217 -0.080
P2 -1.136 -2.302 -1.828
H34 6.209 1.353 -1.112
C28 6.323 2.133 0.877
H35 0.271 -3.366 0.075
C29 4.466 -4.593 0.987
S2 -2.417 -0.230 1.790
N5 -4.861 -0.036 2.932
H36 -0.489 3.035 1.749
H37 -3.407 -2.908 -2.210
C30 -6.290 -0.112 1.273
C31 3.981 -5.488 0.044
H38 -2.124 -2.750 -4.861
H39 -3.640 -2.306 -4.401
N6 -2.663 -2.336 -4.098
C32 2.656 -0.310 -1.296
C33 -4.074 4.484 -2.299
H40 0.575 -4.861 -0.577
H41 2.128 -0.786 -2.127
C34 4.243 -2.757 -0.575
H42 1.818 -3.780 -0.540
H43 -5.354 -1.119 -1.277
C35 5.965 1.960 2.205
H44 3.373 -5.734 -2.002
C36 3.787 -3.674 -1.531
H45 0.085 1.943 -2.410
H46 1.205 -2.676 -2.353

Values from the calculation:
- HOMO-LUMO gap (spin up / spin down) (eV) = 6.43 / 7.07
- molecular weight (g/mol) = 857.6
- charge = +3
- multiplicity = 3
- <S²> = 2.04
- energy relative to the best compared isomer or geometry (same formula, charge and spin) (kJ/mol) = 40.1

=====

# 4
C36H46N3O3 | the ωB97M-V functional and the def2-TZVPD basis

Element x y z (Å)
O1 -6.079 -0.410 -0.797
C1 3.473 -2.992 -0.891
H1 4.299 3.182 -2.861
O2 -4.966 1.355 -0.006
H2 -6.623 1.356 -1.772
H3 -1.865 -3.645 1.264
H4 -6.903 -0.219 -2.632
H5 -7.179 0.600 1.921
C2 3.415 -2.023 -2.078
H6 -6.021 0.683 4.491
H7 6.009 -2.387 -0.096
H8 -5.469 -1.585 1.251
H9 -5.233 0.464 -2.488
C3 -1.726 -0.354 1.079
C4 1.315 -0.891 -1.390
H10 1.853 1.442 -2.926
C5 -5.430 0.239 0.175
H11 4.858 2.844 -0.646
C6 -2.786 3.832 -1.962
H12 -1.285 4.783 -0.694
H13 -6.889 -0.836 2.931
C7 2.945 1.479 -2.859
C8 3.316 -1.115 2.412
H14 -2.861 -2.000 3.597
H15 -3.537 1.411 3.350
H16 -0.292 2.628 0.047
H17 0.880 -1.885 -1.501
H18 3.067 -2.555 -2.986
H19 -1.616 0.734 1.320
C9 2.953 -1.832 1.273
N1 2.626 -0.824 -1.784
H20 0.351 -0.515 1.312
H21 -5.794 1.936 3.256
C10 4.673 -0.830 2.639
H22 3.230 3.275 -0.177
H23 -1.595 -3.892 2.996
C11 -0.391 -2.327 2.175
H24 -0.140 -1.911 3.157
C12 -2.708 1.412 -2.041
C13 3.423 0.416 -1.831
H25 6.261 0.994 -1.313
C14 -5.345 -0.513 1.486
H26 2.662 3.586 -2.396
H27 4.215 -3.762 -1.139
C15 -2.902 -0.906 1.747
H28 5.707 1.612 -2.900
H29 0.420 -2.991 1.854
C16 3.906 -2.266 0.360
H30 -0.387 -1.722 0.227
C17 -6.219 0.358 -2.009
C18 3.804 2.606 -0.825
C19 -1.694 3.840 -1.080
C20 -0.933 0.131 -0.784
H31 -3.810 -2.796 2.295
C21 5.907 0.707 -2.317
C22 0.523 0.202 -1.060
C23 3.434 2.816 -2.299
H32 4.303 0.674 0.140
H33 6.706 0.132 -2.802
C24 3.523 1.142 -0.477
H34 -3.253 4.767 -2.265
H35 2.574 1.025 0.057
N2 -4.038 -0.175 2.051
C25 -6.410 0.023 2.454
N3 4.718 -0.103 -2.241
H36 -3.864 -0.134 4.185
O3 5.808 -2.111 -2.656
C26 -1.124 2.636 -0.678
H37 2.486 -3.461 -0.766
C27 -1.625 1.404 -1.148
C28 -5.661 0.871 3.474
H38 -4.192 2.593 -3.057
C29 -4.173 0.513 3.342
H39 -3.085 0.458 -2.417
C30 -0.493 -1.197 1.182
C31 5.639 -1.283 1.735
C32 4.800 -1.461 -2.392
C33 -3.307 2.609 -2.412
H40 4.971 -0.260 3.527
H41 1.905 -2.086 1.094
H42 6.707 -1.081 1.912
H43 3.366 1.253 -3.850
C34 5.263 -2.000 0.604
H44 0.990 1.176 -1.187
C35 -2.880 -2.237 2.505
H45 -1.371 -0.721 -1.315
C36 -1.675 -3.130 2.212
H46 2.543 -0.775 3.110

Values from the calculation:
- HOMO-LUMO gap (eV) = 6.43
- molecular weight (g/mol) = 568.8
- charge = +1
- energy relative to the best compared isomer or geometry (same formula, charge and spin) (kJ/mol) = 268.6

=====

# 5
C36H46N7O7SZn | the ωB97M-V functional and the def2-TZVPD basis

Element x y z (Å)
C1 -1.025 4.082 1.461
C2 -4.604 4.443 -0.048
H1 2.470 -1.390 5.145
C3 1.158 3.099 0.697
C4 -0.132 -3.964 -1.064
H2 -1.901 -0.222 -2.167
N1 -2.069 2.896 -2.045
H3 -0.210 -4.740 1.571
O1 5.628 -2.053 -0.895
H4 -1.320 2.201 -2.088
H5 -4.949 -1.189 -1.825
C5 -2.448 -0.681 -2.989
H6 3.128 -3.834 0.094
H7 -1.224 4.483 0.465
H8 1.742 3.748 1.355
H9 0.861 -5.875 0.746
H10 0.394 -1.919 2.984
C6 3.479 1.833 -2.933
C7 2.136 -1.764 4.175
H11 -5.587 4.509 -0.528
H12 -4.369 5.414 0.397
C8 -0.191 -5.109 -1.853
H13 -2.584 5.891 -1.347
O2 5.397 3.027 -4.430
C9 4.275 -0.254 -1.325
H14 -0.901 4.595 -2.443
H15 2.496 -3.254 -1.448
C10 -2.975 2.869 -1.055
H16 -3.684 -1.238 -0.613
H17 2.327 -2.839 4.146
C11 -1.909 4.221 -2.621
C12 -1.388 -0.982 1.776
H18 -1.758 -0.827 -3.822
C13 -2.068 -3.076 -2.254
H19 -3.642 -2.382 -3.434
O3 0.168 0.988 -1.859
O4 2.091 -0.532 -0.527
N2 5.772 2.074 -3.771
H20 -0.770 2.140 0.671
C14 -1.163 -5.254 -2.825
C15 0.968 -3.841 -0.024
H21 3.172 2.663 -3.549
C16 -3.091 -2.000 -2.567
O5 4.328 -1.382 0.684
H22 6.237 0.009 -2.142
N3 -0.429 -0.079 1.596
C17 -0.018 0.674 2.716
H23 -1.922 -1.035 2.720
H24 1.533 -4.701 1.881
H25 1.737 2.185 0.547
N4 -1.051 -1.828 -0.399
H26 0.542 -5.893 -1.703
H27 -2.071 4.196 -3.699
H28 0.363 3.876 3.740
H29 -1.271 -2.019 4.836
N5 1.235 1.717 -2.185
C18 2.900 0.098 -1.279
Zn1 0.171 -0.221 -0.320
C19 -1.096 -2.962 -1.253
S1 -3.296 1.551 -0.072
C20 0.669 2.160 4.973
C21 2.352 -3.989 -0.656
C22 5.213 0.346 -2.143
C23 4.801 1.399 -2.929
C24 0.647 -1.485 3.950
H30 -0.493 4.855 2.018
H31 2.741 -1.291 3.402
H32 -0.015 -3.252 5.014
C25 0.352 2.795 3.783
C26 -1.686 -1.900 0.762
H33 0.912 2.739 5.854
N6 -3.578 4.080 -0.982
N7 4.771 -1.306 -0.444
H34 0.023 -1.797 6.010
C27 2.535 1.194 -2.149
H35 -1.200 -6.147 -3.435
C28 -0.204 2.799 1.331
H36 1.039 3.596 -0.267
C29 0.774 -4.849 1.110
H37 0.919 -2.846 0.418
C30 0.397 0.015 3.889
C31 -0.205 -2.177 5.012
H38 -4.510 -2.738 -1.090
C32 -2.082 -4.237 -3.023
C33 0.019 2.076 2.643
C34 -2.996 5.040 -1.900
H39 1.022 0.277 5.918
C35 0.712 0.779 5.009
C36 -4.115 -1.787 -1.451
H40 -4.645 3.686 0.733
O6 6.919 1.658 -3.773
H41 -2.832 -4.335 -3.798
H42 -2.401 -2.696 0.954
H43 -1.980 3.890 1.951
H44 -3.216 0.033 -3.293
O7 1.016 2.830 -2.732
H45 2.486 -4.985 -1.084
H46 -3.752 5.425 -2.593

Values from the calculation:
- HOMO-LUMO gap (spin up / spin down) (eV) = 6.80 / 6.17
- molecular weight (g/mol) = 786.3
- charge = -1
- energy relative to the best compared isomer or geometry (same formula, charge and spin) (kJ/mol) = 0.0

=====

> The highest charge belongs to which entry?

C36H46AsBN6O2P2S2V

=====

> What is the formula in the first record?

C36H45F3MoN11OS2Se

=====

> What is the molecular weight in the fifth record?

786.3 g/mol